33
Properties=species:S:1:pos:R:3:forces:R:3 method="wB97M-V/def2-TZVPD" de_lowest_kj_mol=439.6 gap_ev=8.00 molar_mass_g_mol=215.3 total_energy_ev=-18222.8213
C 0.418 -0.044 5.434 -2.61 -3.16 -0.87
C 0.598 0.999 4.345 -0.44 -0.93 0.22
C 0.606 0.530 2.885 -0.28 0.36 0.19
C -0.668 -0.244 2.570 -3.08 -2.87 1.04
C -0.761 -0.872 1.095 -1.79 4.39 1.11
N -0.513 0.391 0.105 0.29 -1.95 0.05
C -0.230 0.095 -1.239 -1.11 -0.02 1.27
C -0.306 -1.248 -1.639 -0.89 -2.52 3.77
C -0.301 -1.590 -2.883 -0.57 0.61 -4.33
C -0.089 -0.598 -3.877 0.39 -0.23 1.33
N -0.052 -1.065 -5.110 -0.01 -1.48 1.33
C 0.233 -0.205 -5.992 -1.71 -0.05 -4.86
C 0.434 1.164 -5.680 1.06 1.00 -0.42
N 0.611 1.644 -4.437 -1.37 -0.39 -2.10
C 0.195 0.762 -3.520 -0.22 -1.80 0.10
C -0.043 1.077 -2.191 1.81 0.15 2.04
H 0.770 0.247 6.465 -0.01 -0.37 -1.37
H -0.777 -0.224 5.545 2.81 -0.16 -0.09
H 0.931 -1.069 4.961 -1.30 2.39 1.91
H -0.009 1.830 4.569 -1.27 1.01 -0.24
H 1.515 1.321 4.636 3.24 1.50 -0.10
H 0.717 1.421 2.170 0.05 -1.24 1.19
H 1.495 -0.147 2.793 -0.68 0.52 -0.34
H -1.767 0.271 2.956 3.31 -0.88 -1.49
H -0.754 -1.272 3.228 0.57 2.51 -1.22
H -1.911 -1.224 1.044 2.98 0.51 -0.61
H 0.019 -1.625 0.984 -0.34 0.03 -0.22
H -0.075 1.290 0.395 -0.72 -1.47 0.33
H -0.486 -2.181 -1.014 0.19 1.93 0.08
H -0.630 -2.526 -3.307 0.49 -0.46 0.36
H -0.030 -0.763 -7.057 1.35 2.60 2.02
H 0.476 1.898 -6.505 0.43 -0.46 0.48
H 0.382 1.955 -1.728 -0.53 0.92 -0.54


18
Properties=species:S:1:pos:R:3:forces:R:3 method="wB97M-V/def2-TZVPD" de_lowest_kj_mol=241.9 spin_multiplicity=2 gap_ev="4.32 / 10.53" molar_mass_g_mol=116.1 total_energy_ev=-10928.1814 s2=0.751
O 2.087 1.850 0.817 0.14 0.26 1.15
C 1.550 0.812 1.084 -0.14 -0.85 -2.06
O 1.274 0.226 2.261 0.04 0.35 0.47
C 0.852 0.039 -0.042 -0.59 -0.62 1.65
C -0.675 0.451 0.116 2.18 -0.81 -2.84
C -1.360 -0.105 -1.108 -1.84 0.47 -0.24
C -2.339 0.567 -1.733 0.68 -1.23 0.36
N 1.000 -1.489 0.185 0.03 1.31 1.43
H 1.439 0.800 3.022 0.27 0.20 -0.05
H 1.342 0.222 -0.992 -0.38 0.47 -0.01
H -1.022 0.055 1.074 -0.24 0.52 -0.19
H -0.685 1.528 -0.108 -0.21 -0.07 1.17
H -1.130 -1.079 -1.528 0.07 -0.22 0.49
H -2.952 0.024 -2.454 0.29 0.59 -0.19
H -2.557 1.578 -1.453 -0.44 0.32 0.06
H 2.042 -1.706 0.141 -0.14 -0.37 -0.14
H 0.690 -1.692 1.182 0.22 -0.15 -0.84
H 0.445 -2.078 -0.465 0.06 -0.18 -0.23